# C5H11NO

An isolated molecule of C5H11NO in a non-equilibrium geometry (ωB97M-V with the def2-TZVPD basis set, the Open Molecules 2025 dataset).

- frontier orbital gap (eV) = 10.5
- E_HOMO (eV) = -9.485
- F_max (eV Å⁻¹) = 1.521
- energy relative to the best compared isomer or geometry (same formula, charge and spin) (kJ/mol) = 147.90
- structure (SMILES) = C[C@H](N)CCC=O

The geometry in XYZ format:
```
18
Properties=species:S:1:pos:R:3:forces:R:3:nbo_charge:R:1
C 1.60958 0.51930 -1.43245 -1.32 0.22 -0.18 -0.623
C 0.89703 0.33718 -0.09212 0.37 -0.23 0.98 -0.041
C -0.38168 -0.50134 -0.17768 0.67 -0.63 -0.73 -0.426
C -1.42243 -0.36680 0.93967 -0.13 -0.47 -1.44 -0.521
C -2.78262 0.06328 0.40092 0.15 0.38 0.61 0.456
O -2.98462 0.68323 -0.60370 0.04 0.00 -0.25 -0.517
N 1.83383 -0.37909 0.82147 0.30 0.20 0.14 -0.844
H 2.41267 -0.19403 -1.55378 0.33 -0.02 0.02 0.214
H 0.88244 0.32626 -2.23048 0.26 0.12 -0.03 0.215
H 1.92614 1.55547 -1.53863 0.39 -0.14 -0.09 0.217
H 0.70478 1.29673 0.38977 -0.36 0.37 -0.43 0.165
H 0.05663 -1.50221 -0.22997 -0.38 -0.25 0.41 0.224
H -0.85665 -0.42720 -1.15284 -0.18 0.62 -0.04 0.221
H -1.05679 0.37041 1.65940 -0.38 -0.38 0.47 0.235
H -1.66364 -1.36649 1.32088 0.49 0.36 0.77 0.226
H -3.63056 -0.24412 1.04883 -0.04 0.05 -0.06 0.097
H 1.67817 -0.11762 1.79241 -0.22 -0.14 -0.10 0.349
H 2.77774 -0.05296 0.63830 0.00 -0.05 -0.05 0.352
```
Forces are in eV/Å.